Record 1
A structure of composition C16H26IrN4O6S2, computed with wB97M-V/def2-TZVPD.

Calculated values
* lowest unoccupied orbital energy: -3.9 eV
* E_HOMO: -11.459 eV
* total charge: +1
* energy above the lowest of the compared OMol25 structures with the same formula, charge and spin: 47.87 kcal per mole

Each line ends with the Mulliken charge.
Element x y z (Å)
Ir 0.9397 0.9728 0.2179  1.7138
C -0.5490 -1.2725 2.6886  -0.9858
O -0.4123 -0.0163 2.0145  -0.4278
C -1.5471 0.8086 2.2428  -0.3258
C -1.2602 2.2327 1.8378  -0.8464
O -0.7443 2.2107 0.5032  -0.1787
C -0.9610 3.3751 -0.3155  -0.8170
H -0.6342 -1.1018 3.7628  0.3490
H 0.3434 -1.8558 2.4941  0.2992
H -1.4222 -1.8171 2.3316  0.3595
H -1.8275 0.7883 3.2997  0.6038
H -2.3889 0.4403 1.6476  0.0678
H -0.5406 2.7348 2.4874  0.2957
H -2.2035 2.7806 1.8592  0.6096
H -2.0329 3.5008 -0.4604  0.3614
H -0.4724 3.1911 -1.2663  0.2092
H -0.5411 4.2641 0.1565  0.3397
C 2.0273 4.2884 1.8263  -0.8040
S 2.6618 2.7913 1.1668  1.1548
O 4.0732 2.8725 1.1232  -0.5541
O 2.0235 2.6056 -0.2227  -0.6632
O 2.0109 1.6479 1.9001  -0.6681
H 2.4889 5.1100 1.2822  0.3841
H 2.3086 4.3288 2.8774  0.3773
H 0.9474 4.2982 1.7161  0.0966
N 2.4208 -2.1401 -4.1810  -0.5108
C 1.6885 -1.2781 -3.9550  0.5199
N 0.8843 -0.2342 -3.7284  -0.7160
C 0.5374 0.0450 -2.5583  0.6706
N 0.1229 0.3553 -1.4928  -0.2133
C 4.3183 -2.1781 -0.8945  -0.2202
C 4.3217 -0.9228 -1.4815  -0.7675
C 3.3739 -0.0016 -1.0952  -0.1387
N 2.4501 -0.2934 -0.1640  0.0982
C 2.4427 -1.5047 0.4073  0.3146
C 3.3660 -2.4704 0.0678  -0.6613
H 5.0396 -2.9244 -1.1970  0.4215
H 5.0334 -0.6622 -2.2506  0.4227
H 3.3229 0.9871 -1.5295  0.5871
H 1.6495 -1.6994 1.1121  -0.1188
H 3.3147 -3.4415 0.5373  0.4621
O -0.8067 -2.5645 -0.2911  -0.7239
S -1.9540 -1.6076 -0.2405  0.9697
C -2.6044 -1.4137 -1.9353  -0.8985
C -4.0724 -1.8346 -1.9439  -0.6894
C -4.1594 -2.9989 -0.9690  -0.6901
C -3.4554 -2.5068 0.2921  -0.9377
H -1.9917 -2.1139 -2.5092  0.4207
H -2.3991 -0.4023 -2.2799  0.2895
H -4.3845 -2.1129 -2.9501  0.3538
H -4.7162 -1.0145 -1.6167  0.2829
H -3.6305 -3.8626 -1.3765  0.3028
H -5.1854 -3.3003 -0.7599  0.3687
H -3.1304 -3.2896 0.9771  0.4955
H -4.0841 -1.7934 0.8351  0.3554

Forces on atoms 1 to 3 (eV/Å):
-0.4 -0.4 0.6
0.1 -0.1 0.1
0.1 0.0 -0.1



Record 2
A cluster of 3 separate species, C16H26N2O5S in total, computed with wB97M-V/def2-TZVPD.

Calculated values
* lowest unoccupied orbital energy: 0.3 eV
* E_HOMO: -10.583 eV
* energy above the lowest of the compared OMol25 structures with the same formula, charge and spin: 0.00 kcal per mole

Each line ends with the Mulliken charge.
Element x y z (Å)
C 1.1864 -5.1839 1.1337  0.1457
C 0.7156 -4.2056 1.6377  -0.9224
C 0.0876 -3.0185 2.2005  0.2866
O 1.0074 -1.9080 2.1337  -0.2866
S 0.3623 -0.5112 2.7103  0.5413
O 1.4490 0.4116 2.5506  -0.4826
O -0.6761 -0.1115 1.5069  -0.2274
C -2.0653 -0.3148 1.8150  -0.4528
C -2.7613 -0.6319 0.4867  -0.4089
O -4.0953 -0.1461 0.4496  -0.3797
C -4.9926 -0.7483 1.2854  0.5823
O -5.8525 -0.0826 1.7869  -0.5559
C -4.9155 -2.2526 1.4706  -0.0253
C -6.0080 -2.7693 2.4079  -1.2736
H 1.4514 -6.0858 0.6348  0.4588
H -0.2120 -3.1941 3.2371  0.3111
H -0.7997 -2.7864 1.6060  -0.0371
H -2.4959 0.5821 2.2614  0.3898
H -2.2045 -1.1449 2.5132  0.4478
H -2.2145 -0.0910 -0.2844  0.1399
H -2.6807 -1.6918 0.2377  0.2962
H -3.9418 -2.5315 1.8805  0.0577
H -5.0040 -2.7302 0.4932  0.3646
H -5.7342 -3.7491 2.7978  0.3763
H -6.9407 -2.8850 1.8564  0.3119
H -6.1946 -2.0891 3.2341  0.3200
C 0.0870 1.7622 -2.2723  -1.2101
C 1.0580 0.5876 -2.2450  0.1304
C 0.8479 -0.3898 -3.4070  -0.6004
C -0.4506 -1.0568 -3.3310  0.2734
N -1.4680 -1.5851 -3.2690  -0.4581
H -0.9459 1.4277 -2.1593  0.3177
H 0.3027 2.4530 -1.4571  0.3094
H 0.1644 2.3142 -3.2107  0.3987
H 0.9648 0.0584 -1.2944  0.1136
H 2.0803 0.9668 -2.2988  0.0812
H 1.6274 -1.1533 -3.3957  0.3200
H 0.9280 0.1315 -4.3624  0.3344
C 4.0757 4.6980 -0.3091  -1.2392
C 4.4786 3.2325 -0.4209  0.0442
C 5.7742 3.0240 -1.2104  -0.4427
C 5.6325 3.4132 -2.6128  0.2293
N 5.5207 3.7151 -3.7147  -0.4258
H 3.8675 5.1292 -1.2896  0.3526
H 3.1758 4.7999 0.2971  0.3356
H 4.8656 5.2868 0.1608  0.3379
H 3.6714 2.6637 -0.8864  -0.1024
H 4.6168 2.8211 0.5803  0.3242
H 6.0673 1.9734 -1.1739  0.2871
H 6.5876 3.5963 -0.7610  0.3113

Forces on atoms 1 to 3 (eV/Å):
-0.4 -0.1 0.0
0.1 0.0 0.0
0.2 0.1 -0.1



Record 3
A structure of composition C16H26N2OPbSi, computed with wB97M-V/def2-TZVPD.

Calculated values
* lowest unoccupied orbital energy (alpha / beta): -8.5 / -8.5 eV
* E_HOMO (alpha / beta): -14.806 / -13.320 eV
* total charge: +2

Each line ends with the Mulliken charge.
Element x y z (Å)
C -1.9909 1.1888 1.7284  -1.4315
C -1.9841 -1.2460 0.9829  -0.8171
H -1.2046 1.7385 2.1807  0.2548
H -2.7880 0.7417 2.3961  0.4552
H -2.2821 1.5990 0.7991  0.6000
H -2.3479 -2.2448 0.7747  0.4639
H -1.0028 -1.4026 1.5015  0.0300
H -2.7974 -1.0680 1.6578  0.4523
C 0.7267 2.5882 -2.0858  -0.1657
C 0.9157 3.4339 -3.1511  -0.6583
C 1.0775 2.8789 -4.4491  -0.4289
C 1.0050 1.4839 -4.6030  -0.8383
H 0.5788 2.9622 -1.0795  0.4862
H 0.9509 4.5125 -2.9958  0.4202
H 1.2399 3.5196 -5.3232  0.4662
H 1.0758 1.0021 -5.5887  0.3357
N 0.7437 1.2231 -2.2289  -0.2746
C 0.8373 0.6745 -3.4758  0.8883
C 0.7576 -0.7784 -3.5494  1.0835
N 0.6753 -1.4494 -2.3656  -0.2043
C 0.3631 -2.7790 -2.3788  -0.3236
C 0.4949 -2.8505 -4.7940  -0.4726
C 0.2638 -3.5152 -3.5495  -0.5789
H 0.1711 -3.2521 -1.4203  0.4807
H 0.0305 -4.5727 -3.5192  0.4344
C 0.7240 -1.4706 -4.7695  -0.7204
H 0.8762 -0.9003 -5.6954  0.3449
H 0.4665 -3.4029 -5.7386  0.4639
Pb 2.0372 -0.1450 -0.9191  1.1602
C -1.9029 -0.5497 -0.3725  -0.5566
H -1.5915 -1.2161 -1.1623  0.2290
H -1.1800 0.3147 -0.5059  -0.0340
H -2.9121 -0.2736 -0.7005  0.3604
C 1.8922 -0.8679 5.0937  -0.9551
Si 0.7576 0.1875 3.9756  0.2826
C -1.0124 -0.3678 4.4276  -0.8439
C 0.7500 1.9475 4.6399  -1.0828
O 1.1248 0.0272 2.4526  -0.1606
H 1.5990 -0.7873 6.1383  0.3357
H 2.9299 -0.5382 4.9762  0.3094
H 1.8572 -1.9212 4.7935  0.2937
H -1.2120 -0.2384 5.5103  0.4122
H -1.7634 0.1948 3.8910  0.1736
H -1.1768 -1.4203 4.1617  0.3118
H 1.6418 2.5257 4.3427  0.3413
H -0.1072 2.5378 4.2599  0.3308
H 0.6921 1.9758 5.7372  0.3458

Forces on atoms 1 to 3 (eV/Å):
-1.6 0.5 1.8
1.0 -2.1 -0.4
0.7 0.2 0.6



Record 4
A structure of composition C16H26N3O2PtSSeSi2, computed with wB97M-V/def2-TZVPD.

Calculated values
* lowest unoccupied orbital energy: -3.3 eV
* E_HOMO: -10.673 eV
* total charge: +1
* energy above the lowest of the compared OMol25 structures with the same formula, charge and spin: 0.00 kcal per mole

Each line ends with the Mulliken charge.
Element x y z (Å)
Pt 0.9456 -0.4166 -0.4760  0.5107
C -0.9627 4.4134 1.5975  -0.9336
Si -0.5348 4.7751 -0.1844  0.1701
C 1.2399 5.3243 -0.3660  -1.0156
C -1.6970 6.0455 -0.9079  -1.0843
C -0.7930 3.1645 -1.1634  0.2106
C -1.7646 3.0317 -2.1526  0.0233
C -1.9556 1.8401 -2.8436  -0.9811
C -1.2036 0.7409 -2.4920  -0.0941
N -0.2789 0.8380 -1.5376  -0.3844
C -0.0491 2.0155 -0.9281  0.2908
S 1.3406 1.7614 0.1225  -0.3673
H -0.7163 5.2633 2.2360  0.3505
H -0.4121 3.5469 1.9670  0.2634
H -2.0289 4.2095 1.7075  0.3340
H 1.3724 6.3083 0.0877  0.3463
H 1.5259 5.4005 -1.4163  0.3379
H 1.9331 4.6387 0.1215  0.3193
H -1.5461 7.0053 -0.4106  0.3177
H -2.7437 5.7695 -0.7685  0.3200
H -1.5212 6.2026 -1.9736  0.3267
H -2.3846 3.8830 -2.4055  0.3952
H -2.6889 1.7613 -3.6321  0.4153
H -1.3199 -0.2178 -2.9712  0.4581
C -3.0132 -3.9184 -1.9563  -0.9125
N -1.5946 -3.7825 -1.6185  0.1237
C -0.7487 -4.8286 -1.6754  0.1012
C 0.5558 -4.6993 -1.3358  -0.9318
C 0.9743 -3.4098 -0.9378  1.2560
O 2.2171 -3.3096 -0.5155  -0.4959
N 0.1866 -2.3493 -0.9607  -0.5310
C -1.1677 -2.5026 -1.2492  0.1852
O -1.9540 -1.5880 -1.1964  -0.5847
H -3.2432 -4.9748 -2.0609  0.3185
H -3.2271 -3.3955 -2.8867  0.3027
H -3.6144 -3.4801 -1.1646  0.3247
H -1.1765 -5.7741 -1.9791  0.3619
H 1.2446 -5.5262 -1.3365  0.4843
C 3.8121 -3.1275 3.2059  -1.0103
Si 2.2515 -2.3551 2.5704  0.4467
C 0.8198 -3.5325 2.4471  -0.9539
C 1.8560 -0.7041 3.3173  -1.0054
Se 2.7534 -1.7379 0.2993  -0.0389
H 3.6652 -3.4740 4.2310  0.3506
H 4.6340 -2.4108 3.2106  0.3345
H 4.1112 -3.9869 2.6044  0.3374
H 0.6891 -4.0293 3.4112  0.4216
H 0.9937 -4.3115 1.7036  0.2978
H -0.1073 -3.0107 2.2078  0.2860
H 1.6626 -0.8238 4.3859  0.3853
H 0.9757 -0.2584 2.8535  0.2844
H 2.6871 -0.0039 3.2149  0.3324

Forces on atoms 1 to 3 (eV/Å):
-0.2 -0.8 -0.6
0.0 0.0 0.0
0.0 0.0 0.0



Record 5
A cluster of 4 separate species, C16H26N4 in total, computed with wB97M-V/def2-TZVPD.

Calculated values
* lowest unoccupied orbital energy: 0.3 eV
* SMILES string: c1cc[nH]c1.CCCC#N.CCCC#N.CCCC#N
* E_HOMO: -8.125 eV
* energy above the lowest of the compared OMol25 structures with the same formula, charge and spin: 88.09 kcal per mole

Each line ends with the Mulliken charge.
Element x y z (Å)
C 2.9797 2.2864 -3.7774  -0.4082
C 4.3016 1.8506 -3.4823  -0.3834
C 4.9409 2.9330 -2.8106  -0.6355
N 4.0165 3.9303 -2.5630  -0.0100
C 2.8253 3.5291 -3.0531  -0.3073
H 2.1793 1.9055 -4.3944  0.3798
H 4.7220 0.9148 -3.8198  0.3951
H 5.9817 3.0290 -2.5385  0.3765
H 4.2014 4.8528 -2.1957  0.2185
H 1.9937 4.1788 -2.8232  0.3788
C 0.9884 -2.5701 -0.6276  -1.0938
C 1.9639 -3.3431 -1.5382  -0.4934
C 1.3204 -4.4975 -2.3597  -0.4878
C 0.2356 -3.9698 -3.2195  0.2439
N -0.5553 -3.5299 -3.8754  -0.3705
H -0.0195 -2.9704 -0.5179  0.3406
H 0.7325 -1.5664 -0.9667  0.3047
H 1.2204 -2.5969 0.4371  0.3288
H 2.8338 -3.6005 -0.9340  0.3789
H 2.3234 -2.5488 -2.1924  0.2812
H 1.0074 -5.2027 -1.5898  0.2872
H 2.0408 -4.9115 -3.0652  0.2794
C -7.1444 -2.7151 1.5167  -1.1855
C -6.2636 -2.1595 0.4136  -0.4450
C -4.9326 -1.5547 0.9319  -0.4197
C -4.8747 -0.3258 1.7258  0.3054
N -4.9039 0.6374 2.3461  -0.4069
H -7.7056 -1.9706 2.0815  0.3302
H -6.7610 -3.3078 2.3472  0.3480
H -7.8229 -3.4332 1.0562  0.3222
H -6.8486 -1.3775 -0.0705  0.2918
H -6.0954 -2.9499 -0.3179  0.3464
H -4.3992 -1.5156 -0.0178  0.2671
H -4.5507 -2.3548 1.5661  0.2461
C 2.6054 3.8836 2.4833  -1.0938
C 1.3118 2.9435 2.4620  -0.4385
C 1.1618 1.9472 3.6540  -0.3652
C 1.1838 2.4678 4.9763  0.2275
N 1.1471 2.8279 6.0617  -0.4280
H 2.5778 4.4681 3.4029  0.3408
H 2.6519 4.6024 1.6652  0.3230
H 3.5339 3.3132 2.5099  0.3024
H 1.3723 2.3621 1.5420  0.2846
H 0.4016 3.5227 2.3061  0.3102
H 1.9138 1.1631 3.5650  0.2629
H 0.2074 1.4227 3.6998  0.2704

Forces on atoms 1 to 3 (eV/Å):
-0.3 2.6 2.4
0.1 2.2 0.0
-0.3 -1.3 -0.5